{"formula": "C3H3F3O", "method": "the ωB97M-V functional and the def2-TZVPD basis", "species": ["C", "C", "C", "O", "F", "F", "F", "H", "H", "H"], "positions_angstrom": [[1.79, 0.69, -0.07], [2.17, -0.48, 0.36], [-2.09, 0.06, -0.29], [1.23, 1.67, -0.35], [3.26, -1.07, -0.06], [-1.47, -0.36, 0.86], [-1.60, -0.60, -1.36], [-1.98, 1.19, -0.20], [1.77, -1.05, 1.16], [-3.08, -0.06, -0.06]], "mulliken_charge": [0.311, -0.170, 0.057, -0.349, -0.129, -0.252, -0.196, 0.158, 0.336, 0.232], "homo_energy_ev": [-6.9, -12.3], "charge": 0, "spin_multiplicity": 3, "de_lowest_kj_mol": 47.5, "orbital_gap_ha": [0.290, 0.383], "total_energy_ha": -490.77614}